(1)
Molecular formula: C19H23NO4
Method: DFT, ωB97M-V/def2-TZVPD

F_max = 0.7 eV Å⁻¹
SMILES string = CCOc1cccc(/C=N/CCc2ccc(OC)c(OC)c2)c1O
multiplicity = 1
ΔE to the lowest compared entry with this formula, charge and spin = 232.5 kJ/mol
highest occupied orbital energy = -7.98 eV
gap between HOMO and LUMO = 8.54 eV

Atoms and positions in Å:
C1 4.66 -0.77 -0.15
C2 -5.29 2.63 -0.37
H1 0.79 -0.71 0.97
C3 4.73 -3.01 -0.95
H2 0.75 1.73 -0.89
O1 -5.97 -0.86 0.26
H3 -6.99 1.36 0.01
C4 2.62 0.33 0.55
H4 -7.08 -2.85 1.53
H5 -2.12 -0.61 -0.17
C5 -3.93 2.67 -0.52
C6 5.39 0.39 0.17
C7 -3.17 1.50 -0.40
H6 7.23 2.31 -0.36
H7 4.23 -3.44 -0.08
C8 -5.92 1.42 -0.11
H8 3.99 -2.86 -1.75
O2 5.40 -1.81 -0.63
C9 0.45 0.70 -0.61
O3 -3.07 -0.87 -0.03
C10 -1.74 1.58 -0.56
C11 -5.41 -2.16 0.36
C12 4.72 1.50 0.67
H9 7.47 1.71 1.31
C13 1.13 0.30 0.70
H10 0.81 0.99 1.49
H11 -6.18 -4.13 0.70
H12 5.50 -3.69 -1.30
O4 6.74 0.32 -0.05
H13 2.85 2.34 1.24
C14 3.29 -0.79 0.05
H14 -1.34 2.58 -0.76
H15 -7.27 -3.07 -0.21
N1 -0.97 0.57 -0.48
C15 7.52 1.45 0.25
C16 -3.80 0.26 -0.14
H16 -4.89 -2.42 -0.56
H17 2.72 -1.67 -0.19
H18 -3.42 3.60 -0.72
H19 -4.70 -2.20 1.19
C17 -6.56 -3.12 0.61
C18 3.35 1.46 0.85
H20 5.26 2.40 0.92
H21 8.54 1.17 0.00
H22 -5.88 3.53 -0.45
H23 0.77 0.02 -1.41
C19 -5.20 0.23 0.01


(2)
Molecular formula: C21H19ClN4ORhSSbSe4
Method: DFT, ωB97M-V/def2-TZVPD

F_max = 2.6 eV Å⁻¹
multiplicity = 5
ΔE to the lowest compared entry with this formula, charge and spin = 154.5 kJ/mol
highest occupied orbital energy (alpha / beta) = -1.03 / -1.92 eV
gap between HOMO and LUMO (alpha / beta) = 4.60 / 4.97 eV
net charge = -2

Atoms and positions in Å:
H1 6.99 -4.03 5.15
Se1 -0.49 0.28 2.74
H2 4.24 1.63 -1.24
Rh1 -0.34 0.27 0.50
N1 5.08 -2.84 3.88
H3 5.45 -0.85 2.48
Se2 1.88 -1.22 6.28
C1 3.76 0.93 -0.57
Se3 0.75 2.44 6.10
N2 1.79 -0.27 0.03
H4 -3.33 3.68 -2.81
H5 8.82 -2.98 6.41
C2 -1.47 2.83 -0.07
C3 -1.83 3.09 -1.40
H6 7.17 0.87 5.61
C4 -0.12 2.44 0.34
N3 -3.46 -0.10 -0.14
C5 6.06 -2.17 4.61
H7 10.08 -1.06 7.03
O1 3.42 -3.23 2.41
Sb1 0.00 0.15 5.41
H8 -2.27 2.76 1.92
C6 -2.50 2.97 0.88
C7 -3.11 3.48 -1.77
H9 4.78 -3.72 4.27
Se4 -2.05 -0.36 6.71
C8 -3.78 3.34 0.53
H10 5.50 0.58 0.63
H11 8.96 0.11 7.74
C9 -2.47 -0.68 -0.37
C10 3.82 -0.61 1.25
C11 2.44 0.59 -0.77
H12 5.30 -0.16 4.45
H13 0.15 2.82 1.32
C12 8.17 -0.97 6.05
C13 8.08 -2.36 5.93
Cl1 -0.64 2.94 -2.67
N4 4.56 -1.26 2.24
H14 -4.55 3.39 1.29
S1 -1.17 -1.64 -0.79
H15 -5.09 3.92 -1.08
C14 -4.09 3.61 -0.80
C15 6.11 -0.79 4.79
C16 7.16 -0.21 5.49
C17 4.26 -2.47 2.84
H16 9.76 0.47 6.21
C18 7.05 -2.95 5.23
C19 2.48 -0.88 1.00
C20 4.46 0.34 0.46
H17 0.65 2.68 -0.39
C21 9.31 -0.33 6.80
H18 1.86 1.01 -1.58
H19 1.95 -1.64 1.56


(3)
Molecular formula: C33H29N6OPPd
Method: DFT, ωB97M-V/def2-TZVPD

F_max = 0.8 eV Å⁻¹
multiplicity = 1
ΔE to the lowest compared entry with this formula, charge and spin = 155.7 kJ/mol
highest occupied orbital energy = -7.14 eV
gap between HOMO and LUMO = 7.30 eV

Atoms and positions in Å:
C1 0.27 1.37 -3.32
C2 2.48 -2.79 -0.09
H1 0.80 -4.92 -2.74
H2 -1.95 -0.03 6.17
C3 -0.83 -3.81 1.29
H3 -4.00 1.61 -2.36
N1 0.06 -0.85 -2.61
C4 5.39 0.11 -1.31
C5 -0.71 2.49 3.53
H4 6.23 -0.38 -1.78
H5 0.36 -2.53 -3.84
C6 0.08 3.96 -2.47
C7 -1.25 1.96 5.82
C8 -0.05 3.67 -3.82
C9 2.20 -4.92 -1.11
C10 -0.80 2.87 4.86
H6 -1.94 0.77 -1.36
C11 -3.43 1.97 1.43
H7 -0.52 3.88 5.16
N2 0.40 1.66 -2.02
Pd1 0.49 0.05 -0.80
H8 -5.73 2.70 -0.95
C12 1.02 -2.98 -1.86
H9 -0.02 2.08 -5.30
C13 0.31 2.92 -1.59
C14 -4.60 2.45 0.86
H10 -2.50 -3.72 -0.05
H11 -0.34 3.20 2.80
C15 -2.45 1.36 0.66
C16 3.93 1.27 -0.13
C17 -1.60 0.68 5.43
H12 -3.29 2.07 2.50
H13 -0.79 -4.90 1.30
H14 6.13 1.46 0.26
C18 0.06 -1.71 2.03
C19 1.29 -4.34 -1.97
C20 -1.79 -3.15 0.54
N3 0.52 1.30 0.81
H15 3.55 -4.53 0.54
C21 -4.81 2.33 -0.50
C22 -1.51 0.30 4.10
H16 -0.92 -2.70 -2.64
H17 -2.59 -1.25 -0.04
H18 -1.81 -0.70 3.81
C23 -3.85 1.72 -1.29
H19 -0.24 4.47 -4.53
N4 3.22 0.55 -0.98
C24 5.31 1.03 -0.29
C25 2.82 -4.13 -0.15
N5 4.12 -0.15 -1.68
H20 3.79 -0.77 -2.41
N6 1.61 -2.23 -0.93
H21 0.84 -3.61 2.63
C26 -1.07 1.21 3.14
H22 -5.35 2.92 1.49
H23 2.43 -5.97 -1.18
H24 0.42 3.04 -0.51
H25 2.93 -2.12 0.63
C27 0.32 -0.09 -3.68
H26 3.41 1.91 0.56
H27 0.79 -1.13 2.59
O1 0.55 -0.42 -4.84
P1 -0.85 0.80 1.38
H28 -0.01 4.97 -2.10
C28 0.09 -3.09 2.05
C29 -1.83 -1.77 0.54
H29 -1.32 2.26 6.86
C30 -2.68 1.24 -0.72
C31 0.05 2.36 -4.26
C32 0.08 -2.28 -2.81
C33 -0.91 -1.03 1.28


(4)
Molecular formula: C32H43BrHgN5Si
Method: DFT, ωB97M-V/def2-TZVPD

F_max = 3.2 eV Å⁻¹
multiplicity = 2
ΔE to the lowest compared entry with this formula, charge and spin = 0.0 kJ/mol
highest occupied orbital energy (alpha / beta) = -4.25 / -8.04 eV
gap between HOMO and LUMO (alpha / beta) = 4.16 / 7.96 eV

Atoms and positions in Å:
C1 2.57 2.84 0.26
C2 -3.78 1.96 2.07
H1 0.14 -0.43 2.94
N1 3.44 2.14 -0.51
N2 0.53 4.23 0.25
C3 -2.90 3.23 2.24
H2 -2.05 -2.74 1.90
C4 -1.40 1.28 4.35
H3 4.56 -1.79 -2.89
C5 1.74 -1.76 -1.06
C6 3.45 -1.63 -5.23
N3 1.04 3.21 -1.65
C7 4.90 -2.20 -7.15
H4 -5.16 -2.45 1.04
H5 -1.98 3.25 1.58
H6 -2.45 -3.08 0.16
C8 -4.54 2.05 0.75
H7 5.09 -4.26 -7.67
C9 -1.89 -0.03 3.71
C10 2.70 -0.56 -4.52
C11 -4.77 1.95 3.28
H8 -0.80 -1.89 3.13
H9 5.13 0.99 -0.59
N4 3.72 2.21 2.20
H10 -4.32 -2.21 2.64
C12 2.62 -1.45 -2.14
C13 4.32 -1.27 -6.30
C14 2.26 -0.50 -3.22
H11 -3.85 2.19 -0.11
H12 -0.23 -1.10 4.60
H13 5.31 0.91 2.02
H14 3.59 -4.03 0.70
H15 1.41 -2.69 0.84
H16 -3.57 4.08 1.85
Br1 -0.82 0.95 0.86
C15 4.22 -3.01 -1.14
C16 -4.62 -1.74 1.69
H17 -2.66 3.44 3.29
H18 5.21 -3.46 -1.09
C17 -0.03 4.01 -1.89
C18 1.39 3.45 -0.35
C19 4.45 1.51 0.09
H19 -3.24 -1.71 4.10
H20 -5.52 2.71 3.05
H21 0.78 -1.25 -1.09
H22 -5.33 0.98 3.42
H23 -2.32 -1.01 5.46
C20 3.26 -3.00 -5.04
H24 -5.27 1.26 0.56
C21 -3.36 -1.21 0.90
Si1 -2.71 0.39 2.02
H25 2.69 -3.35 -4.21
H26 -0.64 1.72 3.64
C22 3.89 -2.02 -2.08
H27 4.56 -0.21 -6.50
H28 2.09 3.42 2.30
Hg1 1.44 1.26 -2.32
H29 -4.58 -0.34 -0.79
H30 -2.21 1.95 4.57
C23 3.31 -3.29 -0.08
H31 -3.71 -0.08 4.87
H32 -5.27 -0.91 2.07
H33 -2.83 -0.23 -1.06
H34 -4.32 2.18 4.26
C24 -0.65 -0.90 3.58
H35 2.48 0.32 -5.18
C25 2.73 2.86 1.64
H36 3.60 -5.03 -5.76
H37 -5.10 3.02 0.75
C26 2.09 -2.61 -0.04
C27 3.84 -3.98 -5.91
C28 -3.63 -0.81 -0.56
C29 -2.88 -0.74 4.57
C30 4.58 1.50 1.48
H38 5.52 -1.88 -8.00
H39 -1.09 5.29 -0.54
H40 -0.53 4.02 -2.84
H41 -1.24 -2.02 0.50
N5 -0.29 4.68 -0.77
H42 -0.93 1.03 5.32
C31 4.68 -3.54 -6.93
C32 -2.24 -2.32 0.88
H43 -3.62 -1.76 -1.14


(5)
Molecular formula: C11H82NO29
Method: DFT, ωB97M-V/def2-TZVPD

F_max = 11.9 eV Å⁻¹
multiplicity = 1
ΔE to the lowest compared entry with this formula, charge and spin = 1049.8 kJ/mol
highest occupied orbital energy = -11.33 eV
gap between HOMO and LUMO = 8.56 eV
net charge = +1

Atoms and positions in Å:
H1 -1.77 2.19 -3.89
O1 -4.49 0.55 -3.37
H2 -4.63 -0.08 -2.74
H3 5.82 -2.11 -1.32
H4 0.28 2.78 1.41
H5 -0.36 -1.93 -2.34
O2 -0.11 4.66 0.16
H6 2.58 2.02 -1.18
H7 -0.24 5.38 0.63
C1 -2.36 -1.26 -1.79
H8 5.74 -4.63 0.77
O3 2.80 -3.60 -2.88
H9 -6.18 -1.40 1.17
H10 -0.84 -2.90 0.18
O4 4.29 1.93 2.20
O5 2.61 4.59 -0.14
H11 0.63 0.46 2.00
H12 -3.56 -1.30 0.09
H13 0.88 -2.43 3.28
O6 0.62 -3.25 2.77
C2 -0.59 2.47 3.50
H14 0.74 3.85 5.97
H15 -2.65 -1.99 -2.66
O7 -4.61 2.64 2.07
H16 0.32 2.05 -4.54
C3 -0.85 -1.01 -1.86
H17 -0.68 5.11 -0.33
O8 3.59 -0.56 3.09
O9 1.47 2.35 6.77
H18 -2.86 -2.95 -0.35
O10 0.00 2.06 -3.64
H19 -1.76 3.79 0.51
O11 -0.78 -5.43 1.51
C4 2.12 -0.62 -1.11
H20 -2.93 -0.34 -1.83
H21 3.13 -3.46 -3.70
H22 1.99 -2.15 -3.39
H23 6.80 -1.78 2.55
O12 0.34 4.67 5.95
O13 -4.94 0.78 2.72
C5 -0.48 2.30 1.94
O14 -2.65 2.65 -3.92
H24 5.06 1.37 1.95
H25 1.05 -4.81 0.53
H26 6.03 -2.25 1.39
O15 5.31 -2.96 -1.45
O16 1.97 -4.89 0.33
H27 0.37 2.33 4.12
H28 3.18 2.48 -2.36
H29 -0.56 -4.58 2.05
H30 -1.16 0.28 2.16
O17 1.40 -1.55 -3.87
H31 4.22 2.05 -1.05
H32 -2.54 -0.83 4.45
H33 -4.27 -3.00 -3.61
H34 -4.16 -4.03 -2.66
O18 2.37 2.10 -2.14
H35 -2.86 1.93 -1.96
H36 1.86 0.34 -1.40
C6 -2.62 -1.77 -0.42
H37 -4.47 0.02 -4.06
H38 3.66 1.54 -4.20
O19 -4.81 -3.35 -3.02
C7 1.05 -1.28 -0.16
H39 -0.50 4.53 6.09
H40 -0.63 3.40 3.57
O20 2.96 0.87 -4.15
H41 3.71 0.32 2.74
O21 -6.16 -0.66 0.61
H42 -1.69 0.82 -0.03
H43 -5.68 0.97 3.19
H44 2.23 -1.10 -2.17
H45 -1.41 2.70 1.53
H46 3.24 3.15 -0.24
H47 -0.65 -0.11 -2.26
H48 -6.98 -0.35 0.80
H49 -0.05 1.47 -0.43
N1 -0.32 -0.92 -0.38
O22 5.96 -1.59 2.12
H50 -5.05 0.66 1.72
O23 -2.61 3.60 0.17
H51 3.97 0.00 -1.05
H52 -6.07 -1.06 -0.46
H53 -1.49 1.90 3.89
H54 2.86 5.12 -0.95
H55 4.25 -1.13 2.96
H56 1.78 4.56 -0.12
H57 -2.43 -1.63 -5.30
H58 3.39 -0.41 0.46
O24 -3.02 -2.32 -5.11
H59 1.37 -2.41 -0.23
C8 -1.34 -1.94 0.24
C9 -0.33 0.86 1.56
H60 -3.23 1.94 -3.68
H61 3.54 -3.36 -2.27
O25 -2.80 -1.08 3.48
H62 2.56 -4.65 1.19
H63 -3.51 -0.47 3.13
H64 1.80 -0.89 -4.31
H65 -4.77 1.68 1.89
H66 2.56 1.21 -3.49
H67 4.03 -1.68 -0.38
H68 5.55 -3.67 -0.52
O26 3.58 2.16 -0.32
H69 4.14 2.46 1.36
H70 -1.52 -1.84 1.24
H71 -1.73 -5.37 1.69
H72 0.65 2.39 -3.01
H73 2.39 2.27 6.24
O27 -5.78 -0.90 -1.36
H74 1.26 -1.22 0.82
O28 5.34 -3.81 0.50
C10 3.51 -0.78 -0.54
H75 1.66 3.07 7.23
H76 -2.80 2.17 -0.47
H77 -5.71 -1.78 -1.45
H78 5.97 -3.42 -2.07
H79 -2.94 4.29 -0.43
C11 -0.50 0.56 0.10
H80 -3.68 -2.36 -5.90
O29 -2.98 1.52 -1.07
H81 -3.70 2.94 1.73
H82 1.27 -3.92 2.99


(6)
Molecular formula: C5H12N2O2
Method: DFT, ωB97M-V/def2-TZVPD

F_max = 5.4 eV Å⁻¹
SMILES string = N/C=N/CCCC=O.O
multiplicity = 1
ΔE to the lowest compared entry with this formula, charge and spin = 324.5 kJ/mol
highest occupied orbital energy = -9.37 eV
gap between HOMO and LUMO = 10.22 eV

Atoms and positions in Å:
N1 2.50 -1.20 1.25
H1 -1.38 0.15 2.16
H2 -1.79 -1.21 0.96
O1 1.32 1.36 -1.86
H3 -2.44 1.36 0.60
C1 1.31 -0.47 1.39
O2 -0.56 -2.19 -2.33
C2 -1.66 0.81 0.16
C3 -1.12 -0.26 1.15
H4 0.10 1.78 0.74
H5 3.32 -0.71 1.43
H6 2.46 -1.71 0.40
H7 -0.19 -1.79 -1.49
C4 -0.42 1.74 -0.18
H8 -2.27 0.48 -0.68
H9 0.27 -2.11 -2.73
H10 1.26 0.35 2.22
H11 -0.44 0.57 -2.08
C5 0.20 1.15 -1.40
N2 0.16 -0.88 0.75
H12 -0.63 2.79 -0.47


(7)
Molecular formula: C18H27N3O4S
Method: DFT, ωB97M-V/def2-TZVPD

F_max = 19.5 eV Å⁻¹
multiplicity = 1
ΔE to the lowest compared entry with this formula, charge and spin = 2069.6 kJ/mol
highest occupied orbital energy = -8.41 eV
gap between HOMO and LUMO = 8.92 eV

Atoms and positions in Å:
H1 4.23 -1.66 -0.50
H2 -1.85 -0.03 -0.73
C1 -1.03 -2.63 -1.09
C2 -2.46 2.36 0.12
O1 1.55 -0.15 1.48
C3 -1.72 3.14 -0.73
H3 2.79 2.01 -0.19
C4 4.44 -0.03 0.44
H4 -2.25 3.27 -1.82
H5 3.40 -0.10 -2.50
C5 -0.10 -2.29 1.82
H6 -2.18 -3.34 0.17
C6 -3.80 0.55 -1.24
H7 -0.05 -3.32 1.77
C7 3.53 1.36 -1.03
H8 5.46 -0.27 0.99
C8 0.11 3.26 0.51
H9 3.91 2.38 -1.73
H10 1.85 0.64 -1.83
N1 -2.70 -0.21 -0.80
H11 1.27 3.32 0.82
H12 -1.19 -3.28 -1.86
N2 0.85 -1.99 0.27
H13 1.27 -2.88 -1.39
H14 -2.15 1.59 2.11
C9 -3.83 1.86 -0.14
H15 -1.00 -1.47 -1.69
H16 3.41 -1.77 0.70
O2 0.25 0.28 -0.61
H17 0.03 2.15 2.60
C10 -1.71 1.99 1.39
H18 -1.29 -0.66 1.17
C11 -0.50 2.65 1.62
H19 0.52 -4.07 -0.32
C12 -2.12 -2.30 0.20
S1 1.29 -0.53 0.21
H20 0.01 3.98 -1.22
O3 4.73 0.84 -0.45
H21 -4.50 2.65 -0.45
C13 -0.41 3.28 -0.68
C14 2.84 0.29 -1.88
C15 -3.05 -1.56 -0.39
H22 -4.25 1.49 1.03
C16 0.31 -2.95 -0.61
C17 3.76 -1.24 0.04
H23 -3.63 1.06 -2.01
O4 -4.29 -1.97 -0.30
H24 3.93 0.36 1.52
H25 0.27 -1.74 2.54
H26 -4.90 0.12 -0.97
N3 2.46 -0.82 -0.64
H27 -2.08 -1.94 2.10
C18 -1.43 -1.67 1.38


(8)
Molecular formula: C7H7O6SSm
Method: DFT, ωB97M-V/def2-TZVPD

F_max = 12.5 eV Å⁻¹
multiplicity = 6
ΔE to the lowest compared entry with this formula, charge and spin = 1233.3 kJ/mol
highest occupied orbital energy (alpha / beta) = -17.10 / -17.54 eV
gap between HOMO and LUMO (alpha / beta) = 6.19 / 6.89 eV
net charge = +2

Atoms and positions in Å:
H1 2.13 0.29 3.05
C1 1.53 -1.73 0.06
C2 0.30 0.67 -1.47
C3 -0.85 -3.11 -1.04
H2 0.55 0.95 3.48
H3 1.79 2.01 2.73
O1 -2.08 -0.45 1.17
H4 -1.17 1.89 0.29
H5 -1.12 1.82 2.05
H6 -1.49 -0.94 -2.11
O2 2.35 -1.86 0.69
C4 -0.51 1.92 1.13
O3 2.09 0.87 0.50
C5 -1.39 -1.23 -5.59
O4 -1.34 -4.12 -1.06
Sm1 0.05 -1.34 -1.27
H7 0.02 2.86 1.13
C6 -1.33 -0.80 0.34
O5 -2.19 -1.06 -6.46
C7 1.35 0.99 2.80
S1 0.84 0.65 1.19
O6 0.47 1.71 -1.61